(1)
64
Properties=species:S:1:pos:R:3:forces:R:3 method="wB97M-V/def2-TZVPD" homo_energy_ev="-4.183 / -4.267" spin_multiplicity=5 lumo_energy_ev="2.850 / 2.849" total_charge=-1 e_above_lowest_kcal_mol=0.0
H 1.45832 2.94266 3.85623 -0.02 0.05 -0.03
C 1.49577 1.77131 -1.92253 -0.03 0.11 0.10
H 3.50987 1.29974 1.30564 -0.04 0.02 -0.01
H -0.62709 1.24312 3.67374 -0.02 0.05 0.00
O 1.83501 1.14105 -0.87943 0.07 -0.01 0.01
C 0.38765 -3.18712 -4.05015 -0.01 -0.04 0.01
C -0.81904 0.54447 4.48236 0.02 -0.01 0.07
H 2.79605 -4.15007 -6.23300 -0.01 -0.01 0.00
N 0.40987 2.50952 1.27358 0.01 -0.04 0.03
H -0.37398 2.67316 1.89492 0.00 0.01 0.06
O -0.85711 -0.32733 1.90860 0.14 0.16 0.11
O -2.15087 0.07222 4.48136 -0.07 0.12 0.04
H -0.68594 -3.14597 -3.92731 0.00 0.01 -0.01
N 2.46504 -0.47243 1.19266 -0.15 0.03 0.21
C -1.94250 2.75277 -3.21899 -0.02 0.00 0.00
H 3.17887 -2.36000 -2.35077 -0.01 0.01 0.01
H -0.69517 1.04316 5.44457 0.01 0.00 0.03
H 3.09719 3.11375 3.25485 0.01 -0.04 0.05
H 0.14482 2.84662 0.35696 -0.03 -0.08 0.00
C -2.75557 -0.41673 3.34710 0.02 -0.11 0.01
N -0.71304 -2.13906 -1.68779 -0.12 0.03 0.01
H 2.36221 3.02686 0.93026 0.03 0.02 0.02
C -4.08893 -0.71999 3.52575 -0.07 -0.02 -0.06
H -5.90040 -1.52567 2.68058 0.00 0.00 -0.01
C 2.57065 -2.75104 -3.15493 0.03 0.00 -0.04
C -2.30490 -1.75058 -0.14580 -0.04 -0.10 0.02
H 2.42005 -1.37576 1.64804 0.03 -0.02 -0.01
H 2.56930 0.79876 4.07323 0.02 0.00 0.00
C -2.72858 2.08158 -2.29030 0.01 0.01 -0.03
H 1.49777 4.27751 1.81890 0.00 0.03 -0.01
C 1.18838 -2.70647 -3.01673 0.01 0.02 0.01
H 0.10896 3.13828 -3.82118 0.00 0.01 0.00
C 0.96301 -3.70566 -5.19977 0.00 0.01 0.00
O 1.39004 -1.67400 -0.87929 -0.02 -0.09 -0.29
H 4.22691 -3.29734 -4.40362 0.00 0.00 0.00
N -0.77431 1.20902 -1.24916 -0.08 -0.04 0.18
H -2.94490 -2.33607 -0.81242 0.01 -0.01 0.01
H -2.66967 0.75580 -0.59065 0.00 0.03 0.01
N -1.09381 -1.55618 -0.49209 0.10 0.03 -0.01
H -4.79746 -2.07213 0.51877 0.01 -0.01 0.00
C -2.10153 1.31338 -1.32563 0.06 0.00 -0.06
H -2.40378 3.35511 -3.99236 0.00 0.00 0.00
H -4.52164 -0.50686 4.49627 0.01 0.02 0.00
C 1.62499 3.19184 1.71780 -0.07 -0.11 0.00
O 2.20923 2.35373 -2.73798 0.04 -0.01 -0.03
H 2.86202 -0.60250 0.26863 0.11 -0.02 0.05
H 4.07324 0.10411 2.46126 0.05 0.01 -0.04
C 3.17569 0.52630 1.99627 -0.05 -0.04 0.06
C 2.13211 2.63833 3.04700 0.05 -0.02 -0.04
H -3.80814 2.14535 -2.31315 0.00 0.00 0.00
C -4.24305 -1.59039 1.31774 -0.01 0.00 -0.03
H 1.26219 0.69502 2.90161 0.06 -0.03 0.04
Fe 0.44096 -0.08245 0.29472 -0.26 0.10 -0.28
H 0.33159 -4.07291 -6.00021 0.00 0.00 0.00
H -0.10289 -0.27320 4.40257 0.01 0.00 -0.03
C 2.34615 -3.75054 -5.33198 0.01 0.02 0.03
C -4.85576 -1.29805 2.51310 0.02 0.04 0.04
C -2.89037 -1.29318 1.10298 0.04 0.01 0.03
C 3.14822 -3.27204 -4.30537 -0.03 0.00 0.01
C -0.56664 2.64420 -3.13780 -0.01 -0.01 -0.02
C -0.01951 1.86673 -2.12549 -0.01 -0.04 -0.02
C 2.25386 1.11404 3.07487 -0.01 0.05 -0.12
C -2.09663 -0.65532 2.09922 0.03 0.00 -0.11
C 0.59721 -2.12245 -1.76622 0.18 -0.06 0.04



(2)
65
Properties=species:S:1:pos:R:3:forces:R:3 method="wB97M-V/def2-TZVPD" homo_energy_ev=-13.913 lumo_energy_ev=-6.188 total_charge=+2 e_above_lowest_kcal_mol=0.3
H 0.59055 4.26516 0.40462 0.03 -0.02 0.03
O -0.30412 -0.25016 2.73942 -0.16 0.07 0.07
H 1.01804 -1.37177 -4.18741 0.00 0.00 -0.01
H -0.75231 0.00656 -3.44486 0.01 0.00 0.00
H 5.07317 -1.01587 0.81109 0.00 0.01 0.00
H 3.01374 -2.48485 -5.07848 0.00 0.00 0.00
C 0.99910 2.83300 -2.65545 0.02 -0.03 0.00
C -3.16941 3.59268 -0.80879 -0.03 -0.03 -0.01
C 1.60878 -2.00150 -3.53549 0.00 -0.01 -0.01
H 1.13045 1.81164 -2.30256 0.03 0.00 -0.01
H 3.27471 -2.86643 3.41923 0.00 -0.01 0.01
H 3.40558 -1.33877 4.33505 0.01 -0.01 0.00
N 4.46951 -1.22740 1.58748 0.03 -0.03 0.01
H 1.69468 3.06344 -3.45877 -0.01 0.01 -0.01
H -0.97956 -0.93994 2.77249 0.01 0.03 -0.06
H -3.91263 4.37168 -0.90623 0.00 0.00 0.00
H -1.57015 4.95332 -0.43145 -0.01 0.01 0.00
C 3.13819 -3.64850 -1.89853 0.00 0.00 -0.01
H -2.22585 -1.07480 0.53636 0.07 0.00 0.08
N 2.36125 -1.20705 2.49928 0.25 -0.03 0.06
C -3.52375 2.25536 -0.91362 0.03 0.10 0.03
H -0.02630 2.97649 -2.98502 -0.01 0.00 0.01
H -2.88959 0.24064 -0.80658 -0.04 0.03 0.00
H 1.74004 -3.17001 -0.35039 0.00 0.00 0.00
H 2.26205 3.70896 -1.31938 -0.01 0.04 0.03
C -1.04442 -3.92932 -0.86865 -0.04 0.01 -0.04
C 0.54778 3.37802 -0.22536 -0.05 -0.07 -0.13
H -1.76779 -5.89687 -0.43702 0.01 -0.01 0.01
H 3.72841 -4.30030 -1.26830 0.00 0.00 0.00
C -1.22085 1.55928 -0.50545 0.07 -0.68 -0.16
H -0.64420 0.47282 3.28068 0.02 -0.04 0.03
H 4.87259 -1.67144 2.39651 -0.01 0.01 0.01
H -1.35871 -1.66574 -3.60898 0.04 -0.02 0.02
C 2.02052 -3.01694 -1.38647 0.00 -0.01 0.00
H -0.07560 5.25836 -2.16780 0.00 0.00 0.00
C -2.78955 -4.40541 0.71571 0.00 -0.01 0.00
C -1.84872 3.91304 -0.55880 0.02 0.01 0.04
C -1.16392 -2.56721 -0.59598 0.11 -0.04 -0.12
C -0.87273 2.92072 -0.43769 0.10 0.15 0.05
C -2.56257 1.26910 -0.75186 -0.10 -0.03 0.09
C -2.11062 -2.13116 0.33361 0.00 -0.05 0.05
H -3.42098 -5.11997 1.22613 -0.01 0.00 -0.01
H 1.86766 -2.20686 4.24590 0.00 0.02 0.01
C -1.20874 -0.83233 -2.92152 0.06 -0.15 -0.02
S 2.66858 0.00268 0.13165 -0.02 -0.11 -0.02
N 1.26454 3.77050 -1.52519 -0.01 -0.05 0.04
C 2.73755 -2.63101 -4.04326 0.00 0.00 0.00
H 4.36821 -3.95473 -3.63101 0.01 0.00 0.00
H -3.66003 -2.70656 1.69616 0.00 0.00 0.00
C 1.24272 -2.19802 -2.20737 0.02 0.11 0.13
C 3.49779 -3.45445 -3.22855 -0.01 0.00 -0.01
P -0.18748 -1.35159 -1.51846 -0.59 0.11 -0.15
H 1.24426 5.84600 -1.11872 0.00 0.00 -0.01
H -2.17444 -0.51944 -2.53653 0.01 0.01 -0.06
H 1.42558 -0.81429 2.47650 -0.07 -0.03 -0.03
H -4.55296 1.98162 -1.10375 -0.01 -0.02 0.01
C 3.18842 -0.87558 1.52964 -0.13 -0.05 0.14
C 0.98218 5.17702 -1.93434 -0.02 0.02 -0.01
Pt 0.34296 0.26476 -0.14439 0.39 0.72 -0.06
H 1.18447 2.60959 0.21711 0.01 0.06 0.03
H 1.57419 5.40946 -2.81599 0.00 0.00 0.00
C 2.76299 -1.94267 3.69182 -0.01 0.00 -0.05
C -2.91911 -3.04842 0.98519 0.00 0.02 0.01
C -1.85835 -4.84276 -0.21316 0.00 0.01 0.00
H -0.32643 -4.28335 -1.59623 0.00 0.00 -0.01



(3)
92
Properties=species:S:1:pos:R:3:forces:R:3 method="wB97M-V/def2-TZVPD" homo_energy_ev=-7.438 lumo_energy_ev=0.220 total_charge=0 e_above_lowest_kcal_mol=15.4
C -2.14351 2.69331 -2.55633 -0.09 0.13 0.04
H 1.38699 5.85471 -0.54963 0.06 0.06 0.05
H 0.82109 1.69841 3.70107 -0.07 0.04 0.07
C -2.13081 1.31831 -2.70463 -0.11 0.02 -0.11
C 6.17179 0.00331 2.14827 0.09 0.01 0.09
N -1.49841 -1.54789 0.60197 -0.35 -0.05 -0.13
C 5.17879 -0.01719 3.10547 -0.08 0.00 0.04
H -2.29031 0.87851 -3.67773 -0.04 -0.06 -0.08
C 4.48459 -0.10369 0.45307 0.16 0.00 0.06
C 1.24519 4.15291 -2.63873 0.00 -0.11 -0.38
Zn 1.61279 -0.15789 0.64057 0.26 0.15 0.30
C -0.83841 -3.86469 0.57027 0.02 0.04 0.05
C -3.13121 0.21691 1.72687 0.31 0.02 0.18
H 1.07529 -1.57159 5.27347 0.03 -0.03 -0.07
C 1.56009 4.42291 1.04227 -0.10 0.20 -0.20
H 1.70989 -2.35549 3.80247 -0.01 -0.10 0.05
H 7.21019 0.04721 2.44467 0.09 0.01 0.01
C -5.49751 0.04951 1.29117 -0.08 -0.08 -0.09
H -4.94401 1.14241 4.43137 -0.01 0.03 0.11
H 6.58839 -0.01339 0.05077 0.07 -0.01 -0.10
C 0.59939 0.74351 4.17067 -0.03 -0.09 0.08
H -0.44141 0.49631 3.96267 -0.01 0.05 0.02
C 1.17329 3.14191 -3.56313 0.00 0.55 0.16
H 2.23529 -5.07889 1.23007 0.11 -0.01 0.00
C -1.66241 1.05331 -0.36513 0.06 0.00 0.09
H -2.65371 -3.47649 -2.62433 -0.04 -0.11 0.05
C 1.63469 -3.02759 1.27487 0.25 -0.57 0.17
O 2.59029 -0.78829 -3.29643 -0.29 0.20 -0.05
C -3.42161 0.65751 3.01007 0.19 -0.03 -0.04
H -0.03601 -5.84929 0.53347 -0.06 -0.03 0.00
H 5.44429 0.02281 4.15597 0.04 -0.02 0.09
H -2.42381 -1.90819 0.39857 0.21 0.07 -0.02
C 1.04789 -1.57579 4.16947 -0.03 0.06 -0.06
C 0.16099 -4.80159 0.71197 0.01 0.26 0.10
H -6.30981 -0.17539 0.61567 -0.04 -0.03 -0.09
H 3.22499 -0.72309 4.67367 -0.09 0.11 0.05
N 1.41539 2.11991 0.42827 -0.03 -0.32 0.42
H 0.50779 -0.54779 -5.01803 0.00 0.03 -0.07
C 1.42819 -4.37799 1.09487 0.03 0.04 0.05
C -1.67671 2.43681 -0.22103 -0.02 -0.17 0.10
H 0.72299 0.84791 5.26377 -0.03 0.00 -0.08
N 0.68669 -2.11239 1.11327 -0.26 0.52 -0.36
H -1.83821 -4.16059 0.28607 -0.10 0.04 -0.02
C 1.42169 4.81091 -0.26453 -0.02 -0.15 0.17
C -4.73411 0.79121 3.43257 -0.15 0.05 0.11
P -1.36681 0.06861 1.15697 -0.94 0.37 -0.33
C -4.18791 -0.07859 0.86807 0.01 -0.02 0.01
C -0.76051 -2.47839 -2.56853 0.11 -0.23 0.02
H -4.07941 -1.80949 -5.50233 -0.10 0.04 -0.05
C -5.77641 0.48411 2.57677 0.05 0.06 0.10
C -1.96831 -2.82469 -3.14863 0.12 0.09 0.02
C -1.41231 -1.50909 -5.06563 0.02 -0.02 0.10
N 1.18279 0.15531 -1.37823 0.23 -1.60 0.48
C 2.86009 -0.02539 3.90587 0.10 0.09 0.01
H -1.93951 4.32741 -1.18043 0.03 0.06 -0.02
C 3.83319 -0.07889 2.74277 0.08 -0.08 -0.04
H -2.32811 3.32971 -3.40853 0.03 0.07 -0.10
H 0.02999 -1.80279 3.85247 -0.05 -0.09 -0.02
H 2.94849 0.97611 4.34427 -0.06 -0.05 0.04
C 3.45789 -0.13189 1.40127 -0.37 -0.13 0.00
C 1.13839 1.80621 -3.17193 0.08 -0.35 0.44
H 1.70289 2.71521 2.34977 0.03 0.00 0.08
H 1.27159 5.18961 -2.93723 0.00 0.12 -0.06
H -4.32621 -3.06579 -4.27593 -0.11 -0.01 0.03
H -1.66201 -1.14319 -6.05273 0.02 0.04 -0.07
N 1.45119 -0.29399 3.61697 0.09 0.16 0.20
H 1.14149 3.37471 -4.61913 -0.03 0.03 -0.04
C -1.92441 3.25391 -1.30863 -0.11 0.10 0.02
C 1.20929 1.42631 -1.83913 -0.07 1.15 -0.85
H -6.79961 0.59741 2.90417 -0.06 -0.01 0.02
C -2.32181 -2.32069 -4.39333 0.05 0.07 0.02
H 2.60169 -2.64259 1.55937 0.20 0.07 -0.07
C 5.82039 -0.03399 0.81057 0.09 -0.01 -0.20
C 1.32049 3.83201 -1.27373 0.08 -0.35 0.23
O 1.87939 -2.16619 -1.38063 -0.20 -0.01 -0.23
H -1.48481 2.86841 0.75357 0.03 0.13 0.08
C 1.31189 2.46941 -0.86423 0.00 0.54 -0.61
S 1.58569 -1.10189 -2.31293 0.14 -0.29 -0.14
C 1.56389 3.05351 1.33407 0.02 -0.19 0.07
H -3.98881 -0.38199 -0.15103 -0.01 0.00 -0.12
H -3.48101 -3.44319 -5.77223 -0.10 -0.09 -0.14
H 1.08609 1.03861 -3.92013 0.03 0.00 -0.15
C 0.10449 -1.61799 -3.21513 0.41 0.17 0.37
C -0.20471 -1.15829 -4.48303 0.17 0.11 -0.11
H -2.61201 0.90881 3.67937 0.06 0.02 0.11
H 1.65289 5.13431 1.85067 0.03 0.05 -0.04
H 4.23299 -0.13889 -0.59923 0.01 -0.02 -0.16
C -3.63501 -2.67499 -5.01733 0.08 -0.05 -0.05
C -0.53341 -2.50679 0.77117 0.04 -0.51 0.18
H -0.45421 -2.87659 -1.61713 -0.07 -0.08 0.07
C -1.90661 0.50081 -1.61163 -0.02 -0.06 0.09
H -1.90011 -0.56939 -1.73913 -0.01 -0.02 0.02



(4)
96
Properties=species:S:1:pos:R:3:forces:R:3 method="wB97M-V/def2-TZVPD" homo_energy_ev=-9.913 lumo_energy_ev=-3.276 total_charge=+1
H -5.21128 -3.85586 -4.33092 0.04 0.01 0.01
H 0.04029 2.94428 -0.58739 0.04 0.02 0.00
H -1.54631 -3.78978 -2.15743 0.07 0.28 0.76
H -1.00587 3.10243 -2.00881 -0.04 -0.02 0.04
H -1.17598 1.88803 1.73241 0.01 0.00 -0.02
H 2.21950 1.46567 1.15552 0.04 0.03 -0.01
N -3.28178 -3.21117 -4.35276 0.01 -0.60 -0.19
N -1.82465 -2.85376 -2.46252 -0.14 -0.29 -0.80
H 5.87413 -2.79069 2.72041 -0.08 0.00 0.05
O -4.16967 3.00291 -1.43535 1.70 0.27 -1.85
N 4.92756 1.15960 4.49162 1.57 0.94 -0.70
H 6.20520 -1.31166 1.82849 -0.02 0.09 0.04
H -3.15961 0.78494 -1.38858 0.13 0.09 0.18
H -2.44400 0.68997 2.01553 0.02 -0.03 -0.08
H 3.43337 -5.04654 -3.21632 -0.10 -0.13 0.16
H 6.95820 1.04121 3.92256 -0.04 -0.04 -0.02
O -0.19395 -3.59240 -0.16376 -0.18 -0.33 -1.02
C -2.09422 -3.05273 -3.83589 0.40 0.09 0.48
C -0.71676 -1.87109 -2.56486 -0.73 1.16 0.03
O 4.75381 0.71948 1.58412 2.11 1.08 0.52
C -2.47511 0.77972 -0.54074 -0.24 -0.01 -0.29
H -5.07111 4.81430 2.37163 -0.07 0.00 -0.11
C 4.05798 1.56040 5.58658 -0.17 0.19 0.04
H 0.00530 4.44993 -1.52188 -0.04 0.04 0.02
H 4.14119 -2.97475 4.08143 0.08 0.01 -0.03
C 4.09711 -1.91644 4.34612 0.26 0.10 0.47
H 1.82569 -0.79874 2.56162 -0.03 -0.01 0.04
C -5.08288 5.15060 -0.06823 -0.04 0.09 -0.15
N -0.95524 -3.04313 -4.53396 -0.27 0.38 -0.63
C -6.19194 -1.75191 -2.32941 -0.01 0.30 -0.14
H -5.98644 4.53852 -0.16200 0.02 -0.01 -0.04
O -0.03880 -1.53738 -1.42265 0.34 -1.03 -0.02
Br -4.02898 -0.38225 -3.54083 -0.03 -0.03 -0.19
N -1.69675 4.14596 -0.31110 0.32 -0.02 -1.97
H 0.79243 0.47817 3.22508 0.05 0.13 -0.13
H 2.39061 -2.69588 -5.76914 -0.25 0.22 -0.20
C 2.28780 -1.99681 -4.93598 0.73 -0.36 0.48
Br -0.96785 -3.18801 -6.37682 0.03 0.04 0.06
H 6.58556 0.22444 5.44816 0.00 0.03 0.03
C 5.95506 -1.70615 2.81254 0.09 0.08 -0.35
H 1.52430 2.47755 2.44349 -0.03 -0.05 0.05
H 4.63501 2.15422 6.29728 0.12 -0.08 -0.04
H -4.77947 5.45217 -1.06806 0.01 -0.03 0.00
H -6.89873 -2.58250 -2.30294 0.12 -0.07 0.10
H -1.08534 4.67531 1.64841 -0.01 0.03 0.02
H 6.78850 -1.48646 3.49236 -0.01 -0.10 0.03
H 1.76680 -0.44684 4.30513 0.08 0.08 -0.02
C 2.42629 1.95130 2.11914 0.06 0.16 -0.07
H -5.63460 -1.67197 -1.39774 -0.06 -0.19 0.02
H 2.33645 -4.87381 -1.84760 0.00 0.12 0.05
H -1.44353 0.84380 -0.92122 0.03 -0.09 0.07
H -2.74541 2.35406 2.40679 0.08 0.04 -0.08
N -3.99895 4.45033 0.62218 0.05 -0.54 0.11
C -2.26236 1.71375 1.68009 0.53 0.10 0.00
H -5.02969 3.09943 1.92622 0.00 0.02 0.03
H 4.60910 -1.80021 5.31327 0.02 0.01 -0.03
H -5.33014 6.05439 0.49282 0.03 -0.03 0.06
C -4.57331 -3.26651 -3.67648 -0.06 0.10 0.10
P 4.48356 0.52312 3.02654 -3.92 -1.68 0.39
H 3.29261 -1.84074 -4.53537 -0.05 0.05 -0.02
C -5.25613 -1.88063 -3.52362 -0.50 -0.19 0.11
H 2.14236 -1.50926 -0.57537 0.32 -0.19 0.18
B 0.53586 -2.51820 -0.60435 0.41 0.15 0.40
N 1.44427 -2.56239 -3.86171 -0.78 -0.16 0.03
O 1.11762 -4.78957 -4.34008 -0.80 -0.63 -0.42
H 3.04855 -1.68908 4.48732 0.09 0.07 0.05
N -2.81415 1.87187 0.35227 -0.43 -0.07 -0.04
C -4.44704 4.02970 1.94175 0.13 0.06 0.19
H 6.66023 1.99308 5.36388 -0.05 0.03 -0.01
H 3.35558 -3.48992 -2.40380 -0.18 -0.01 0.30
C -0.60934 3.63341 -1.14049 0.03 -0.19 0.10
O 1.82346 -2.34660 -0.20704 -0.27 0.37 -0.20
N 2.81425 0.99976 3.15415 0.13 -0.50 0.05
C 1.77203 0.00329 3.31286 -0.24 -0.18 0.14
H 0.02272 -1.22658 -4.43126 0.30 -0.06 -0.05
H 1.91373 -1.02592 -5.24771 -0.12 -0.09 -0.07
C 1.69672 -3.97778 -3.69166 0.80 0.40 0.71
H -6.77480 -0.83809 -2.44790 0.06 0.00 0.01
N 4.69014 -1.14673 3.27266 -0.15 -0.04 -0.45
H -3.31042 -3.30596 -5.36246 -0.01 -0.02 0.04
C 0.07890 -2.16782 -3.88246 -0.05 0.40 -0.16
H 3.20378 2.69362 1.95508 0.02 -0.03 -0.01
C -1.29818 5.13512 0.67826 -0.06 0.25 0.05
H -5.87549 -1.76513 -4.41397 0.27 0.14 -0.12
H -3.61224 3.91833 2.63355 -0.03 0.03 -0.04
P -3.15502 3.35678 -0.41718 -1.91 0.19 3.93
H 0.29141 -4.42582 -0.18930 0.06 0.17 0.57
H 3.65618 0.69457 6.12209 -0.03 0.02 0.00
H 3.23747 2.18262 5.24745 -0.07 -0.11 -0.10
Br -4.50768 -4.34110 -2.06614 0.07 -0.05 0.02
H -2.58244 -0.18360 -0.03443 -0.01 0.05 0.08
H -2.04989 5.90565 0.80629 -0.12 -0.10 0.05
C 6.34999 1.09595 4.82735 0.03 -0.22 0.02
H -1.25218 -0.95628 -2.83965 -0.09 -0.06 0.13
C 2.76486 -4.35201 -2.70171 0.55 0.14 -0.66
H -0.38778 5.63092 0.33654 0.03 -0.13 -0.07



DFT total energy values, unit Eh, following the record order: -2883.30760, -2032.84161, -4567.66058, -10260.44789.